Entry 1:
Computed, not measured: the molecule C21H22FN3O3S, with ωB97M-V/def2-TZVPD.

Atoms and positions in Å:
C -0.51 2.39 -0.32
C 0.29 1.58 0.64
C -0.10 0.54 1.42
C 1.03 0.13 2.19
C 1.10 -0.93 3.16
O 2.05 -1.15 3.89
C -0.14 -1.82 3.26
S -0.27 -2.92 1.80
C -1.86 -2.54 1.28
N -2.66 -1.62 1.73
N -3.80 -1.71 1.01
C -3.64 -2.68 0.16
C -4.61 -3.15 -0.81
C -4.30 -4.21 -1.66
C -5.23 -4.66 -2.57
C -6.47 -4.04 -2.62
F -7.38 -4.48 -3.51
C -6.80 -2.98 -1.78
C -5.86 -2.54 -0.87
O -2.41 -3.26 0.28
C 2.08 0.97 1.83
C 3.49 0.97 2.31
N 1.62 1.84 0.90
C 2.39 2.87 0.25
C 3.05 2.39 -1.06
C 3.54 3.58 -1.91
C 4.93 3.13 -2.36
C 5.35 2.25 -1.19
O 4.17 1.57 -0.80
H -1.52 1.97 -0.37
H -0.59 3.43 0.00
H -0.08 2.37 -1.32
H -1.09 0.13 1.46
H -0.04 -2.47 4.13
H -1.06 -1.25 3.31
H -3.33 -4.68 -1.59
H -5.02 -5.48 -3.23
H -7.77 -2.53 -1.85
H -6.08 -1.72 -0.20
H 4.17 0.89 1.46
H 3.63 0.13 2.98
H 3.71 1.89 2.85
H 3.18 3.21 0.93
H 1.73 3.71 0.03
H 2.32 1.78 -1.61
H 2.87 3.79 -2.74
H 3.62 4.47 -1.29
H 5.61 3.96 -2.53
H 4.86 2.53 -3.27
H 6.10 1.49 -1.45
H 5.73 2.86 -0.36

The charge is 0. Its frontier orbital gap is 8.376 eV. Its spin multiplicity is 1. Its structure (SMILES) is Cc1cc(C(=O)CSc2nnc(-c3ccc(F)cc3)o2)c(C)n1C[C@H]1CCCO1. As for the energy above the lowest of the compared OMol25 structures with the same formula, charge and spin: 225.0 kJ/mol. Its HOMO energy is -7.950 eV.

---

Entry 2:
Computed, not measured: the molecule C3H5NOS, with ωB97M-V/def2-TZVPD.

Atoms and positions in Å:
O -1.48 -1.06 1.90
C -1.62 -0.15 1.12
C -0.56 0.28 0.10
C 0.67 -0.56 0.09
N 1.62 -0.40 -0.66
S 1.76 0.85 -1.76
H -2.56 0.42 1.10
H -0.97 0.47 -0.90
H -0.34 1.28 0.50
H 0.64 -1.45 0.78
H 2.84 0.34 -2.27

The charge is 0. Its frontier orbital gap is 10.097 eV. Its spin multiplicity is 1. Its structure (SMILES) is O=CC/C=N\S. As for the energy above the lowest of the compared OMol25 structures with the same formula, charge and spin: 189.2 kJ/mol. Its HOMO energy is -9.273 eV.

---

Entry 3:
Computed, not measured: a cluster of 2 separate species, C7H12 in total, with ωB97M-V/def2-TZVPD.

Atoms and positions in Å:
C 2.47 -0.53 0.65
C 1.58 0.59 0.26
C 0.25 0.50 0.21
C -0.35 0.95 -1.04
C -1.28 0.08 -1.42
C -1.51 -1.00 -0.37
C -0.65 -0.54 0.83
H 3.18 -0.66 -0.18
H 3.04 -0.39 1.57
H 1.89 -1.46 0.71
H 2.03 1.42 -0.29
H 0.07 1.78 -1.61
H -1.78 0.10 -2.37
H -2.57 -1.11 -0.11
H -1.16 -1.97 -0.73
H -0.10 -1.34 1.32
H -1.29 -0.10 1.62
H -2.12 1.72 0.18
H -1.70 1.95 0.76

The charge is 0. Its frontier orbital gap is 8.953 eV. Its spin multiplicity is 1. Its structure (SMILES) is C/C=C1/C=CCC1.[H][H]. As for the energy above the lowest of the compared OMol25 structures with the same formula, charge and spin: 245.4 kJ/mol. Its HOMO energy is -7.856 eV.